(1)
Entry from the Open Molecules 2025 dataset: C41H43IrN4OSSb as an isolated structure in a non-equilibrium geometry (ωB97M-V/def2-TZVPD).

Element x y z (Å)
H 3.588 2.033 -1.502
H 6.860 -2.741 0.010
C 3.504 -2.643 0.242
C -3.481 1.920 1.723
H -0.333 -2.378 2.926
H 2.604 -4.011 3.728
C 2.117 2.000 0.153
H -0.261 -4.111 -3.171
S 1.917 -3.356 0.285
H -5.677 1.307 0.192
C -4.153 1.551 4.017
H -5.191 1.010 -5.826
C 0.965 4.908 -2.677
H 0.173 5.518 -0.778
H -0.542 -1.311 1.524
H 1.493 5.837 -2.846
C 0.323 2.713 -3.425
C -4.381 2.099 2.769
Sb -1.655 0.793 -2.054
H -2.467 -1.194 0.157
H -4.351 3.422 0.488
H 1.579 4.033 -4.540
H -1.004 -0.700 4.494
H 2.412 2.813 0.799
C -3.016 0.787 4.222
H -4.324 1.176 -3.538
H -3.683 0.403 -7.689
C -4.144 0.818 -5.637
C 2.994 -1.516 3.627
C 2.705 1.612 -1.047
N 3.614 -2.340 4.459
H 0.062 2.007 2.094
C 4.769 -3.178 0.029
O 1.984 -1.824 2.986
H 4.210 0.503 0.958
N 0.884 0.274 -0.740
C 4.776 -1.924 5.224
H -1.293 -0.044 -7.243
H -4.862 1.702 4.819
H -2.391 -3.638 0.513
C -0.748 -3.475 -2.443
H -1.270 -5.095 -1.140
C -4.772 1.499 -0.385
C -0.149 1.425 1.191
H -5.069 1.908 -1.353
C -0.809 -2.106 -2.661
C -0.399 2.526 -2.250
C 0.228 4.730 -1.518
C -1.459 0.322 -5.139
C -2.307 1.196 1.959
C -1.956 0.228 -6.431
H 2.138 -0.060 -2.415
H -1.035 3.421 -0.397
H -0.388 -1.693 -3.568
C -3.648 0.911 -4.343
C 1.951 0.548 -1.542
C 1.012 3.898 -3.629
N -1.338 1.030 0.926
C 5.699 -1.010 0.521
C -3.846 2.462 0.365
C -0.457 3.539 -1.302
C -2.084 0.592 3.211
C -1.313 -4.026 -1.300
H 2.478 -3.787 5.485
H 3.999 -4.362 4.776
C -1.987 -1.834 -0.572
H -4.282 0.535 -0.552
C 4.422 -0.524 0.700
C -0.920 -0.344 3.466
H -5.277 2.681 2.589
H -0.409 0.112 -4.971
C 0.988 1.161 0.335
H -1.941 -1.894 2.340
H 0.048 0.157 3.405
H 6.547 -0.354 0.648
Ir 1.431 -1.099 0.876
H 3.451 -0.521 3.545
C -1.413 -1.294 -1.710
C -3.298 0.477 -6.681
H 4.881 -0.841 5.182
N 3.367 -1.327 0.529
H 0.360 1.949 -4.184
H 5.682 -2.387 4.832
H 4.656 -2.217 6.267
C -2.300 0.670 -4.082
C -1.936 -3.208 -0.371
C 5.864 -2.348 0.167
H -2.955 2.658 -0.231
H 4.869 -4.224 -0.220
H -2.848 0.323 5.187
C 3.142 -3.709 4.623
C -0.923 -1.553 2.538

Summary:
E_HOMO, eV: -8.6357
Total charge: +1
Energy relative to the best compared isomer or geometry (same formula, charge and spin), kJ/mol: 595.5
Lowest unoccupied orbital energy, eV: -4.4

***

(2)
Entry from the Open Molecules 2025 dataset: C41H43N8O3Sn as an isolated structure in a non-equilibrium geometry (ωB97M-V/def2-TZVPD).

Element x y z (Å)
C 4.019 -0.814 -1.063
C -1.351 1.848 -3.066
O -3.958 -1.832 -1.924
C -4.081 2.086 -0.874
H 0.448 2.919 -2.741
N -3.283 2.128 0.202
O -1.755 1.965 -4.233
Sn -1.011 0.587 -0.119
C -1.989 -4.525 -0.493
H -1.905 3.805 4.201
C 1.463 -1.870 2.268
H 4.396 -1.327 -1.951
H 1.602 -1.320 1.343
C 1.038 -3.272 4.614
C 0.789 1.105 4.840
H 1.452 2.334 6.424
C -0.430 -2.919 -1.337
C -1.094 -3.495 -0.248
H -0.281 -1.663 5.154
C -1.106 1.933 3.541
C 2.743 2.490 -0.139
H -0.971 3.925 -2.984
H 2.384 -4.755 3.812
H -3.180 0.152 -3.415
H 1.719 -4.061 -1.337
C 3.668 3.346 -2.632
H -3.594 1.934 -1.829
H 4.305 -1.411 -0.195
C -0.654 -3.361 -2.645
C 2.607 1.679 -1.271
H 2.763 -3.484 1.719
C 0.726 2.213 5.626
H 3.196 -3.353 -0.660
H 4.006 3.684 -3.606
C -5.454 2.207 -0.809
H 3.459 4.365 0.586
H -5.625 2.561 2.553
C 2.413 -3.227 -1.409
C 0.029 -2.742 -3.845
H -6.046 2.159 -1.713
H -0.011 3.721 -0.614
C 2.250 2.011 1.203
C -3.083 -1.030 -1.631
H -1.629 3.444 -0.727
H 2.885 1.845 -4.653
H -1.774 -4.714 -3.861
H 0.240 -3.104 1.413
H -0.276 4.106 6.045
H 3.656 0.485 -3.837
H 2.927 1.269 1.634
H 4.498 0.160 -0.990
C 3.818 4.164 -1.522
C 1.682 -1.922 -1.200
N -0.712 3.109 -1.011
C 3.353 3.731 -0.288
C 3.061 2.101 -2.528
H 0.460 -1.766 -3.623
C 0.603 -1.316 3.230
C 2.099 -3.086 2.480
O -2.673 -0.776 -0.423
H -0.688 -2.605 -4.656
C -6.038 2.373 0.441
H 0.854 -3.822 5.530
N -3.064 2.425 2.551
C -1.567 -4.392 -2.845
H -1.086 -1.962 1.274
C -5.230 2.438 1.554
H -1.398 -3.589 1.875
H 4.282 5.137 -1.620
H 1.271 1.530 1.128
H 0.826 -3.392 -4.219
H -7.113 2.445 0.542
H 2.888 -3.255 -2.394
H -1.858 -0.989 -3.365
N -1.530 0.795 -2.266
C 2.865 1.237 -3.749
C -3.850 2.314 1.393
N -1.995 1.771 2.496
C -0.605 3.035 -2.472
C 0.404 -2.057 4.410
N 1.912 0.453 -1.175
H 1.550 0.358 5.017
N 0.427 -1.810 -1.102
N -0.105 -0.164 2.938
H 2.174 2.838 1.909
H 1.909 0.712 -3.715
C -2.234 -4.973 -1.784
C -2.403 -0.253 -2.764
H -2.965 -5.752 -1.959
C -1.150 3.058 4.404
H -2.518 -4.964 0.346
C -0.819 -3.014 1.154
C -0.259 3.220 5.422
C 2.517 -0.658 -1.130
C 1.896 -3.801 3.653
C -0.128 0.886 3.734

Summary:
E_HOMO, eV: -3.8584
Total charge: -1
Energy relative to the best compared isomer or geometry (same formula, charge and spin), kJ/mol: 7.3
Lowest unoccupied orbital energy, eV: 2.2

***

(3)
Entry from the Open Molecules 2025 dataset: a 6-piece molecular cluster, C41H43NO24S overall in a non-equilibrium geometry (ωB97M-V/def2-TZVPD).

Element x y z (Å)
H 6.383 0.573 0.451
C 0.104 1.800 -6.454
C -0.508 -3.163 2.205
H 3.695 2.458 0.904
H 4.097 5.818 -0.192
H -5.073 -1.791 1.201
C -0.087 -4.318 2.995
H -4.078 5.508 -2.966
C 4.695 1.379 -0.680
C 4.638 -6.644 4.296
O -5.063 -7.215 3.317
H -2.476 3.878 0.036
C 7.308 -7.627 4.776
H 1.295 -1.495 -6.461
O 3.960 -8.770 5.045
O -4.825 4.770 -1.125
H 5.262 4.570 0.457
O -7.545 -6.307 2.797
C 2.199 4.351 -1.208
H -2.352 1.320 0.324
H -9.379 7.542 -0.323
H -6.626 7.851 -3.786
C 1.828 -2.352 2.206
H 5.425 0.432 -2.502
H -6.842 5.193 0.496
C -6.834 5.775 -0.415
O -1.560 0.437 -3.639
O -3.486 -3.086 1.740
C -7.795 6.654 -0.709
C -2.783 3.148 -0.738
C -6.631 -5.542 2.561
C -4.402 -3.846 2.009
H 2.347 5.066 -2.047
H -5.961 -7.577 3.411
O -8.679 8.223 -2.203
C -0.061 -0.671 -5.057
C -5.718 5.569 -1.337
H 5.556 -10.037 5.633
H -2.379 1.133 -1.433
O 0.034 -1.163 1.110
C -5.678 6.382 -2.587
H 8.332 -7.931 4.941
C 2.242 -3.499 3.018
H 2.600 1.811 -0.332
C 0.086 3.353 -0.972
H -7.867 -3.878 1.875
C 4.208 4.790 0.221
O -8.832 6.868 0.118
C 0.729 -0.635 -6.131
C -7.771 7.448 -1.973
H 4.246 3.858 -1.717
H 3.609 -6.335 4.146
C -5.806 -3.397 1.781
O -0.857 -5.196 3.345
H 4.353 0.353 -0.417
C -6.642 7.258 -2.882
C -2.013 1.795 -0.623
C 7.081 -6.283 4.245
C 4.866 -7.997 4.806
C -5.227 -5.980 2.814
C 3.606 3.770 -0.820
H -1.243 2.628 -5.040
C -0.690 1.762 -5.380
H 0.924 1.976 0.769
O 6.451 -9.669 5.533
O 1.697 -5.485 4.138
H 3.552 4.771 1.118
O -2.562 3.648 -2.083
O -0.530 4.681 -3.326
H -0.122 1.246 -1.597
H 0.878 2.684 -7.889
H -0.485 1.391 1.249
O -1.205 5.715 -1.252
O 5.498 -4.590 3.567
H 0.851 -0.650 0.972
S -1.094 4.419 -1.982
H 5.444 2.244 -2.593
C -0.838 0.525 -4.616
C 0.859 0.597 -6.911
O 2.610 -1.498 1.833
H 3.895 1.299 -2.735
H 5.898 2.179 1.007
C 3.560 2.342 -0.198
H 3.286 -3.562 3.295
H 6.394 -4.225 3.461
C 1.349 -4.417 3.388
N 0.179 1.341 0.478
O -0.200 -1.787 -4.318
O 1.555 0.674 -7.904
H 0.875 -5.991 4.265
O -4.628 6.187 -3.401
H -0.821 -1.552 -3.608
O 1.280 3.359 -1.672
H -3.851 2.958 -0.600
H 6.858 1.949 -0.562
O -5.971 -2.150 1.302
C -4.186 -5.185 2.553
C -6.846 -4.192 2.038
C 5.672 -5.841 4.035
H 0.124 3.819 0.029
C 4.885 1.359 -2.234
C 6.054 1.574 0.095
O 0.262 2.921 -7.175
O 7.989 -5.521 3.975
C -0.453 1.887 -0.757
H -3.164 -5.491 2.731
H 1.836 4.957 -0.354
C 0.387 -2.240 1.835
H -1.561 -3.091 1.938
C 6.275 -8.430 5.042

Summary:
E_HOMO, eV: -9.6109
SMILES: CC(C)C[C@H](C)CO[C@@H]1[C@@H](N)CCOS1(=O)=O.O=C1C=C(O)C(=O)C=C1O.O=C1C=C(O)C(=O)C=C1O.O=C1C=C(O)C(=O)C=C1O.O=C1C=C(O)C(=O)C=C1O.O=C1C=C(O)C(=O)C=C1O
Lowest unoccupied orbital energy, eV: -1.7